No. 1
The following is a quantum chemistry calculation of C11H15ClN2 in the gas phase, from the OMol25 dataset.

## Properties
SMILES string	Clc1ccc(CNC2CCCC2)cn1
LUMO energy	0.63	eV
E_HOMO	-9.1	eV
relative energy (zero: lowest compared OMol25 entry of this formula, charge and spin)	417.6	kJ/mol

Each line ends with the Mulliken charge.
CARTESIAN COORDINATES (ANGSTROEM)
1 C -0.50712 4.54586 1.22364  0.233
2 C -1.44245 4.10592 0.28824  -0.541
3 C -1.23780 2.86414 -0.32175  -0.340
4 C -0.02045 2.12804 -0.24229  0.101
5 C 0.43238 0.77942 -0.88947  -0.555
6 C 0.98118 -1.46329 -0.63521  -0.221
7 C 1.50307 -2.55494 0.35293  -0.790
8 C 0.06755 -3.08832 0.93113  -0.530
9 C -1.01431 -2.80117 -0.08769  -0.791
10 C -0.14163 -2.28136 -1.18555  -0.527
11 C 0.68865 2.60964 0.85933  -0.139
12 H -2.15173 4.72642 -0.12866  0.444
13 H -2.02865 2.43555 -0.87859  0.430
14 H 1.51435 0.85846 -1.41664  0.296
15 H -0.18790 0.45851 -1.73547  0.422
16 H -0.41609 -0.60430 0.47990  0.262
17 H 1.64168 -1.14285 -1.52663  0.272
18 H 1.86234 -3.24517 -0.59437  0.291
19 H 2.17033 -2.14508 1.08993  0.438
20 H 0.20108 -4.16525 0.88847  0.367
21 H 0.07060 -2.58059 2.01503  0.255
22 H -1.82932 -2.28530 0.45538  0.270
23 H -1.45931 -3.90318 -0.29313  0.351
24 H -0.86115 -1.67962 -1.74608  0.288
25 H 0.17190 -3.10968 -1.99413  0.251
26 H 1.48950 1.98927 1.29077  0.422
27 N 0.57571 -0.20601 0.14533  -0.208
28 N 0.52244 3.66935 1.65082  -0.577
29 Cl -0.59486 6.08553 2.00474  -0.174

No. 2
The following is a quantum chemistry calculation of C5H6S in the gas phase, from the OMol25 dataset.

## Properties
SMILES string	CCc1cc1=S
LUMO energy	0.61	eV
E_HOMO	-7.9	eV
relative energy (zero: lowest compared OMol25 entry of this formula, charge and spin)	200.5	kJ/mol

Each line ends with the Mulliken charge.
CARTESIAN COORDINATES (ANGSTROEM)
1 C -0.54060 -0.82053 1.97018  -0.287
2 C -0.31566 -0.31222 0.70679  0.279
3 C -0.35142 0.63771 1.78992  -0.160
4 C 0.83429 0.24982 -1.44410  -1.118
5 C -0.35891 -0.41233 -0.84884  -0.182
6 S -0.37223 2.14376 2.28535  -0.413
7 H -0.52784 -1.65502 2.62534  0.351
8 H 1.75323 -0.04748 -0.91375  0.285
9 H 0.73365 1.31280 -1.41787  0.331
10 H 0.92486 -0.07283 -2.43194  0.358
11 H -0.64222 -1.37810 -1.26734  0.377
12 H -1.13715 0.35441 -1.05375  0.181

No. 3
The following is a quantum chemistry calculation of 2 unconnected molecules or ions with the total composition C4H10N3, from the OMol25 dataset.

## Properties
LUMO energy (alpha / beta)	-5.21 / -5.21	eV
total charge	+1
E_HOMO (alpha / beta)	-13.7 / -13.7	eV
relative energy (zero: lowest compared OMol25 entry of this formula, charge and spin)	512.9	kJ/mol

Each line ends with the Mulliken charge.
CARTESIAN COORDINATES (ANGSTROEM)
1 C -0.35224 -0.85954 -0.12914  0.726
2 C -1.83308 0.75768 -0.42876  -0.314
3 C 0.32577 -2.25212 -0.20344  -1.095
4 C 2.02200 0.82909 -0.01154  -0.573
5 N -1.41197 -0.52010 -0.80615  -0.445
6 N 0.15768 0.07318 0.74957  -0.608
7 N -0.74663 1.16799 0.74311  -0.022
8 H -1.73365 1.46975 -1.19520  0.295
9 H -2.91651 0.92989 -0.09266  0.311
10 H -0.46976 -2.88521 -0.63493  0.330
11 H 0.60891 -2.62066 0.68840  0.422
12 H 1.19482 -2.10027 -0.77665  0.287
13 H 2.61817 0.26221 0.57514  0.331
14 H 2.18093 0.69827 -1.06373  0.302
15 H 1.64482 1.78814 0.11165  0.331
16 H -0.26145 2.10343 0.73179  0.369
17 H -1.02782 1.15825 1.74255  0.351

No. 4
The following is a quantum chemistry calculation of a molecular structure, C6H8HgNaO6, from the OMol25 dataset.

## Properties
LUMO energy (alpha / beta)	-1.25 / -1.38	eV
<S²>	0.754
E_HOMO (alpha / beta)	-5.8 / -7.5	eV
relative energy (zero: lowest compared OMol25 entry of this formula, charge and spin)	406.4	kJ/mol
2S+1	2

Each line ends with the Mulliken spin population.
CARTESIAN COORDINATES (ANGSTROEM)
1 O -1.99787 -0.82141 0.06302  0.000
2 C -1.03364 -0.37140 -0.75306  0.001
3 C -2.54277 0.13785 1.01280  -0.013
4 O -0.05713 0.14376 0.03281  0.008
5 O -2.08073 1.65291 -0.75030  0.114
6 C -3.03167 1.35217 0.21317  0.046
7 H -1.76389 0.45117 1.72087  0.002
8 H -3.37695 -0.38689 1.49558  0.002
9 H -3.33432 2.11149 0.96376  -0.001
10 H -3.98867 1.07271 -0.27572  0.006
11 O 1.64225 -0.49688 -1.52177  0.017
12 C 1.32134 0.35953 -0.47192  0.029
13 C 2.13571 -1.72763 -1.01468  0.003
14 O 1.44785 1.62063 -0.72872  -0.089
15 O 2.14568 -0.06960 0.60917  0.012
16 C 2.36956 -1.46736 0.48005  -0.002
17 H 3.06692 -1.96597 -1.54407  0.000
18 H 1.39921 -2.52478 -1.17934  -0.001
19 H 3.40004 -1.66640 0.79662  0.000
20 H 1.64996 -2.01701 1.10332  0.000
21 Hg -0.47053 2.56892 -0.95920  0.835
22 Na 3.09964 2.04416 0.70763  0.031